Record 1
Here is a molecular structure, C20H31CrN8O3PS at a distorted geometry from OMol25. Energies are from the ωB97M-V functional and the def2-TZVPD basis.

Its multiplicity is 2. As for the total charge: +1. As for the frontier orbital gap (spin up / spin down): 7.471 / 7.608 eV.

Last column: natural (NBO) charge in e.
Positions of all 65 atoms, in Å:
Cr1 -0.683 1.090 0.993  0.95
C1 -4.080 -0.183 -1.257  -0.69
C2 -2.870 0.456 -0.674  0.27
N1 -2.351 0.137 0.456  -0.21
N2 -2.957 -0.825 1.214  -0.44
C3 -2.298 -1.056 2.335  0.31
N3 -2.862 -1.960 3.160  -0.78
S1 -0.761 -0.385 2.825  -0.12
C4 -2.169 1.561 -1.374  0.18
C5 -2.627 2.114 -2.553  -0.22
C6 -1.944 3.185 -3.108  -0.12
C7 -0.812 3.674 -2.477  -0.24
C8 -0.400 3.065 -1.307  0.09
N4 -1.061 2.035 -0.767  -0.42
H1 -4.462 -0.937 -0.579  0.27
H2 -3.837 -0.646 -2.218  0.23
H3 -4.861 0.562 -1.434  0.24
H4 -3.816 -2.230 2.987  0.41
H5 -2.497 -2.055 4.090  0.41
H6 -3.518 1.717 -3.023  0.24
H7 -2.298 3.641 -4.025  0.24
H8 -0.256 4.513 -2.876  0.24
H9 0.482 3.404 -0.778  0.21
O1 -1.430 4.398 2.996  -0.54
C9 -0.940 3.453 2.450  0.76
O2 -1.602 2.440 1.898  -0.63
C10 0.557 3.331 2.285  0.10
C11 1.444 4.264 2.774  -0.19
C12 2.791 4.102 2.495  -0.14
C13 3.192 3.027 1.715  -0.23
C14 2.239 2.132 1.265  0.05
N5 0.941 2.269 1.567  -0.46
H10 1.055 5.096 3.347  0.26
H11 3.519 4.812 2.869  0.24
H12 4.233 2.878 1.454  0.24
H13 2.503 1.288 0.646  0.22
C15 1.905 -0.157 -2.539  -0.40
N6 1.431 -1.431 -1.998  -0.81
C16 1.819 -2.595 -2.798  -0.41
P1 0.944 -1.533 -0.438  2.50
O3 0.418 -0.160 -0.079  -1.07
N7 -0.123 -2.759 -0.441  -0.82
C17 -1.253 -2.758 -1.380  -0.41
C18 -0.323 -3.623 0.726  -0.40
N8 2.148 -1.966 0.576  -0.83
C19 2.223 -1.528 1.971  -0.40
C20 2.956 -3.156 0.284  -0.41
H14 1.521 -0.033 -3.553  0.20
H15 2.998 -0.120 -2.583  0.19
H16 1.546 0.668 -1.932  0.22
H17 1.497 -2.442 -3.830  0.21
H18 1.336 -3.496 -2.427  0.22
H19 2.902 -2.745 -2.802  0.20
H20 -1.046 -2.106 -2.226  0.22
H21 -2.166 -2.420 -0.882  0.20
H22 -1.419 -3.770 -1.756  0.21
H23 0.524 -3.557 1.405  0.21
H24 -0.424 -4.660 0.397  0.20
H25 -1.223 -3.345 1.275  0.21
H26 1.607 -0.655 2.134  0.22
H27 3.259 -1.287 2.224  0.20
H28 1.875 -2.313 2.649  0.19
H29 2.556 -3.715 -0.562  0.21
H30 2.954 -3.822 1.149  0.21
H31 3.990 -2.886 0.063  0.21

Forces on the atoms, in the same order (eV/Å):
Cr 0.0063 -0.4801 0.9989
C -0.0871 0.1093 -0.1610
C 0.1008 0.2688 -0.2484
N -0.2888 -0.2732 0.1728
N 0.4027 0.1822 0.1379
C -0.2363 -0.0454 -0.1945
N 0.1018 0.0229 0.0524
S -0.2767 0.1637 -0.2308
C 0.0293 -0.1717 0.2914
C -0.1625 0.0443 -0.2819
C -0.0525 0.0242 -0.0897
C 0.0307 0.0503 -0.0511
C -0.1358 -0.2557 0.0675
N 0.0433 0.3619 -0.4274
H -0.0230 -0.0459 0.0261
H -0.0351 0.0351 0.0505
H 0.0526 -0.0589 0.0154
H -0.0114 -0.0148 -0.0237
H 0.0103 -0.0270 0.0713
H 0.0855 0.0629 0.0184
H 0.0159 -0.0445 0.0587
H -0.0546 -0.0733 0.0308
H -0.0378 -0.0208 0.0355
O -0.2167 0.1739 0.1600
C 0.0016 -0.5300 -0.1725
O 0.3477 0.3044 -0.2919
C -0.1530 -0.2449 -0.1733
C 0.0466 0.1830 0.1074
C 0.0351 0.0789 0.0413
C 0.1039 -0.0093 -0.0125
C -0.2205 0.0102 0.1458
N 0.4006 0.0065 -0.1306
H 0.0406 -0.0464 -0.0266
H -0.0391 -0.0353 -0.0260
H -0.0862 0.0176 0.0268
H -0.0081 -0.1444 -0.0146
C 0.0954 -0.1230 -0.0088
N 0.1500 -0.0360 -0.2900
C -0.1208 0.1873 -0.0069
P -0.0826 0.1706 -0.1538
O 0.1303 0.2607 0.2787
N -0.5246 -0.2855 -0.0341
C 0.0648 -0.0383 0.1791
C -0.0054 0.0058 -0.1073
N 0.2857 -0.0080 0.3529
C 0.3483 -0.0444 -0.1456
C -0.0587 0.1108 -0.0183
H -0.0131 -0.0034 -0.0433
H -0.0049 -0.0198 0.0113
H -0.0241 -0.0085 0.0123
H -0.0068 0.0229 0.0068
H -0.0057 0.0262 0.0352
H 0.0042 0.0175 0.0204
H 0.0476 0.0065 0.0348
H 0.0266 -0.0241 0.0211
H 0.0256 0.0049 0.0168
H -0.0509 -0.0076 -0.0609
H 0.0056 0.0140 -0.0234
H -0.0513 0.0390 -0.0034
H 0.0574 0.0838 -0.0832
H -0.0156 -0.0305 -0.0309
H 0.0099 0.0178 0.0005
H 0.0144 0.0665 0.0623
H -0.0277 -0.0103 -0.0019
H -0.0037 0.0266 0.0274


Record 2
Here is a molecular structure, C20H31FN3O4PTa at a distorted geometry from OMol25. Energies are from the ωB97M-V functional and the def2-TZVPD basis.

As for the total charge: +3. As for the frontier orbital gap: 6.376 eV.

Last column: natural (NBO) charge in e.
Positions of all 61 atoms, in Å:
Ta1 0.053 0.670 -0.191  2.69
N1 -0.575 -1.516 0.812  -0.86
C1 -2.015 -1.634 1.031  0.14
C2 -2.582 -2.756 1.595  -0.16
C3 -3.974 -2.862 1.731  -0.16
C4 -4.791 -1.860 1.274  -0.14
C5 -4.240 -0.698 0.688  -0.01
C6 -5.034 0.346 0.179  -0.02
C7 -4.418 1.457 -0.357  -0.26
C8 -3.031 1.533 -0.366  0.13
N2 -2.222 0.565 0.083  -0.61
C9 -2.820 -0.567 0.590  0.12
H1 -0.331 -2.209 0.089  0.44
H2 -0.088 -1.843 1.655  0.43
H3 -1.956 -3.570 1.932  0.25
H4 -4.393 -3.745 2.187  0.27
H5 -5.863 -1.942 1.360  0.26
H6 -6.111 0.267 0.203  0.27
H7 -4.994 2.269 -0.771  0.27
H8 -2.547 2.411 -0.776  0.23
C10 2.475 1.738 -4.998  -0.64
C11 1.222 1.991 -4.180  0.32
C12 0.211 0.860 -4.304  -0.65
C13 0.595 3.345 -4.450  -0.66
O1 1.712 1.959 -2.746  -0.82
P1 1.071 2.598 -1.529  2.63
O2 -0.421 2.079 -1.367  -1.02
O3 1.631 1.824 -0.298  -1.01
O4 1.160 4.118 -1.421  -0.80
C14 1.025 4.927 -0.178  0.30
C15 0.571 6.304 -0.633  -0.64
C16 -0.021 4.301 0.740  -0.65
C17 2.399 4.963 0.473  -0.64
H9 2.204 1.604 -6.042  0.26
H10 2.981 0.838 -4.657  0.24
H11 3.158 2.579 -4.920  0.24
H12 -0.118 0.794 -5.338  0.27
H13 -0.662 1.046 -3.674  0.20
H14 0.663 -0.091 -4.028  0.23
H15 0.221 3.371 -5.473  0.27
H16 1.331 4.138 -4.337  0.24
H17 -0.236 3.528 -3.768  0.20
H18 -0.405 6.263 -1.108  0.23
H19 1.276 6.731 -1.338  0.25
H20 0.504 6.965 0.227  0.25
H21 -0.949 4.145 0.189  0.22
H22 -0.231 4.992 1.554  0.28
H23 0.335 3.359 1.176  0.18
H24 3.103 5.484 -0.170  0.25
H25 2.770 3.953 0.640  0.20
H26 2.356 5.491 1.422  0.25
C18 2.182 2.130 4.810  -0.58
C19 2.533 1.114 3.700  -0.60
C20 1.556 0.920 2.723  0.71
N3 0.751 0.762 1.898  -0.64
H27 3.038 2.203 5.476  0.27
H28 1.328 1.801 5.395  0.24
H29 1.976 3.114 4.405  0.23
H30 2.758 0.148 4.171  0.32
H31 3.448 1.445 3.185  0.32
F1 0.484 -0.629 -1.420  -0.50

Forces on the atoms, in the same order (eV/Å):
Ta -1.9263 -3.8589 2.6871
N 0.1015 0.2422 -0.3682
C -0.4885 -0.0169 0.1112
C 0.2149 0.4003 -0.1795
C -0.1618 0.1774 -0.0665
C 0.2478 -0.0906 0.0370
C 0.5679 0.0593 -0.0277
C 0.3585 0.1283 -0.0550
C 0.0878 -0.1054 0.1049
C -0.1752 0.4379 -0.2312
N 1.2666 0.3635 -0.3829
C -0.1343 -0.7955 0.4347
H 0.0676 0.3175 0.1816
H -0.0382 0.3337 -0.2224
H 0.0859 -0.0882 0.0292
H -0.0502 -0.0783 0.0225
H -0.1143 -0.0120 -0.0108
H -0.1279 -0.0097 0.0247
H -0.0091 0.1053 -0.0079
H -0.0973 -0.0636 0.0224
C -0.1521 0.0917 0.2560
C -0.2438 -0.1911 -1.3404
C 0.2217 0.0882 0.2896
C 0.3209 -0.1050 0.1866
O -0.0941 0.6151 0.7304
P 1.2687 2.1477 -1.6395
O -0.7437 0.1064 -0.3654
O 0.1480 -0.5775 0.2594
O 0.0574 -1.2971 -0.6499
C -0.0950 0.9941 1.2611
C 0.0315 -0.2662 -0.1578
C 0.0268 -0.0304 -0.3106
C -0.0663 -0.0925 -0.3554
H -0.0495 0.0296 -0.0639
H 0.0190 -0.0951 -0.0043
H 0.0857 0.0618 -0.0232
H -0.0460 0.0130 -0.0533
H -0.0511 -0.0203 -0.1382
H 0.0189 -0.0490 -0.0609
H -0.0364 -0.0215 0.0442
H 0.0169 0.0991 -0.0253
H -0.2012 0.0709 -0.0839
H -0.1346 -0.0310 -0.0302
H 0.1475 0.0474 -0.0776
H 0.0335 0.0118 0.0835
H -0.1042 0.0153 0.1037
H 0.0310 -0.0369 0.0379
H -0.0789 0.1469 0.0825
H 0.1083 0.0422 -0.0362
H 0.0677 -0.0468 0.1243
H -0.0824 0.0476 0.0541
C -0.2484 0.0976 0.1144
C 1.4289 0.1836 1.3313
C -1.7879 -0.3166 -1.6180
N 0.5574 0.2031 0.0942
H 0.0379 -0.0330 -0.0572
H -0.0534 -0.0509 -0.0103
H -0.0008 0.1083 -0.0877
H -0.0180 -0.0423 -0.1986
H -0.1214 -0.1441 -0.0572
F 0.1059 0.7797 0.2887


Record 3
Here is a molecular structure, C20H31IrN10O2S4 from OMol25. Energies are from the ωB97M-V functional and the def2-TZVPD basis.

Its multiplicity is 2. As for the total charge: +3. As for the frontier orbital gap (spin up / spin down): 7.107 / 4.939 eV.

Last column: natural (NBO) charge in e.
Positions of all 68 atoms, in Å:
Ir1 -0.574 -0.632 0.468  1.04
C1 -1.502 3.663 -3.212  -0.62
C2 -0.226 3.568 -2.393  -0.23
N1 -0.485 3.395 -0.956  -0.53
C3 -0.672 2.249 -0.327  0.29
S1 -0.583 0.734 -1.293  0.35
N2 -0.988 2.244 0.954  -0.39
N3 -1.024 1.002 1.522  -0.26
C4 -1.308 0.858 2.781  0.32
C5 -1.645 1.988 3.686  -0.70
C6 -1.293 -0.543 3.251  0.13
C7 -1.616 -0.902 4.546  -0.18
C8 -1.618 -2.248 4.895  -0.10
C9 -1.303 -3.197 3.938  -0.20
C10 -0.979 -2.775 2.659  0.09
N4 -0.964 -1.486 2.327  -0.45
H1 -1.256 3.817 -4.262  0.25
H2 -2.114 4.503 -2.886  0.23
H3 -2.095 2.751 -3.134  0.21
H4 0.369 4.475 -2.489  0.24
H5 0.407 2.741 -2.720  0.21
H6 -0.621 4.227 -0.396  0.44
H7 -1.739 2.914 3.130  0.28
H8 -0.871 2.113 4.448  0.26
H9 -2.580 1.784 4.210  0.27
H10 -1.871 -0.147 5.276  0.26
H11 -1.868 -2.547 5.905  0.27
H12 -1.298 -4.253 4.171  0.27
H13 -0.713 -3.478 1.880  0.23
N5 -3.886 0.535 0.627  -0.78
C11 -3.666 -0.698 0.126  0.27
N6 -2.473 -1.247 -0.048  -0.49
C12 -2.569 -2.540 -0.576  0.07
C13 -3.830 -2.962 -0.773  -0.38
S2 -4.956 -1.736 -0.326  0.54
C14 -1.296 -3.196 -0.833  0.16
C15 -1.034 -4.419 -1.322  -0.42
S3 0.668 -4.648 -1.485  0.51
C16 0.951 -3.059 -0.878  0.28
N7 -0.166 -2.421 -0.537  -0.58
N8 2.175 -2.541 -0.799  -0.77
H14 -3.164 1.235 0.558  0.41
H15 -4.830 0.889 0.626  0.43
H16 -4.171 -3.907 -1.161  0.28
H17 -1.725 -5.193 -1.613  0.28
H18 2.969 -3.072 -1.115  0.43
H19 2.260 -1.536 -0.708  0.44
C17 3.831 0.481 0.870  -0.81
S4 2.158 0.922 1.284  1.26
C18 2.347 1.057 3.051  -0.80
O1 1.386 -0.427 1.110  -0.94
H20 4.454 1.347 1.098  0.27
H21 3.847 0.285 -0.198  0.28
H22 4.139 -0.379 1.462  0.26
H23 3.040 1.873 3.256  0.28
H24 2.729 0.115 3.443  0.26
H25 1.375 1.294 3.480  0.24
C19 3.801 1.299 -4.947  -0.44
N9 3.332 1.271 -3.566  -0.59
C20 2.450 0.396 -3.062  0.78
N10 1.922 -0.513 -3.909  -0.82
O2 2.135 0.416 -1.841  -0.79
H26 4.484 2.135 -5.062  0.25
H27 2.972 1.453 -5.640  0.21
H28 4.336 0.385 -5.206  0.22
H29 3.735 1.910 -2.901  0.42
H30 2.101 -0.500 -4.898  0.42
H31 1.200 -1.121 -3.564  0.41

Forces on the atoms, in the same order (eV/Å):
Ir -0.3192 -0.4851 -0.2132
C 0.0000 -0.0006 0.0027
C 0.0036 -0.0038 -0.0091
N 0.0004 -0.0107 -0.0074
C -0.1292 -0.0087 0.1018
S 0.3938 0.1416 0.0627
N 0.0150 -0.0131 -0.1321
N 0.0311 0.0835 0.1440
C -0.0093 -0.0258 -0.0509
C 0.0137 0.0080 -0.0072
C -0.0274 0.0428 -0.0252
C 0.0108 -0.0268 -0.0022
C 0.0028 0.0008 -0.0112
C 0.0031 0.0151 0.0184
C 0.0740 -0.0152 0.0086
N 0.0451 0.0941 0.0192
H -0.0005 0.0009 0.0023
H -0.0021 0.0021 0.0004
H 0.0006 -0.0039 -0.0005
H -0.0049 -0.0006 -0.0019
H 0.0004 0.0024 -0.0009
H 0.0142 -0.0046 0.0054
H 0.0081 0.0016 0.0034
H -0.0086 -0.0165 0.0104
H -0.0126 -0.0006 -0.0122
H -0.0009 0.0080 -0.0044
H -0.0028 -0.0022 -0.0007
H 0.0004 -0.0005 -0.0017
H -0.0022 -0.0008 0.0035
N -0.0068 -0.0305 -0.0058
C -0.0021 0.0398 -0.0039
N -0.0029 0.1446 0.1189
C 0.0605 -0.0335 0.0539
C 0.0067 0.0187 0.0046
S -0.0124 -0.0512 -0.0172
C -0.0600 0.0426 0.1048
C 0.0015 0.0031 -0.0109
S -0.0122 -0.0409 -0.0117
C -0.0992 0.0136 -0.0507
N 0.0355 -0.0999 -0.1367
N 0.0002 0.1308 0.1200
H 0.0170 0.0177 -0.0033
H -0.0080 0.0013 -0.0063
H -0.0040 -0.0009 -0.0005
H -0.0048 -0.0004 0.0086
H 0.0070 0.0240 -0.0191
H 0.0510 0.0263 -0.0458
C -0.0395 0.0139 0.0290
S -0.0647 -0.0738 -0.0488
C 0.0069 0.0213 0.0342
O 0.0572 0.0959 -0.0257
H 0.0083 -0.0023 -0.0069
H 0.0096 -0.0018 -0.0469
H -0.0182 -0.0193 -0.0210
H -0.0055 0.0001 0.0037
H 0.0009 0.0023 0.0025
H 0.0075 0.0107 -0.0062
C -0.0041 -0.0093 0.0144
N -0.0233 0.0067 -0.0513
C 0.0941 0.1269 0.1990
N -0.0798 0.0097 -0.0167
O -0.0520 -0.1336 -0.0730
H 0.0054 -0.0059 0.0026
H 0.0003 0.0050 -0.0007
H -0.0036 -0.0033 0.0005
H -0.0170 -0.0112 0.0084
H 0.0142 -0.0177 0.0151
H 0.0386 -0.0008 -0.0134